{
  "formula": "C19H8BiF10I2N7O7S2",
  "method": "the ωB97M-V functional and the def2-TZVPD basis",
  "elements": ["Bi", "N", "C", "C", "O", "N", "C", "C", "O", "O", "H", "H", "H", "H", "H", "H", "F", "C", "F", "F", "S", "O", "O", "N", "S", "O", "O", "C", "F", "F", "F", "I", "C", "I", "H", "H", "F", "C", "C", "F", "C", "C", "C", "F", "C", "C", "C", "N", "C", "N", "F", "C", "C", "N", "C", "N"],
  "coordinates": [[-1.261, -0.546, 0.229], [-3.663, -1.053, -0.196], [-4.417, -1.395, 1.023], [-3.532, -2.010, 2.102], [-3.853, -2.138, 3.240], [-2.261, -2.475, 1.591], [-2.382, -3.544, 0.659], [-1.757, -3.462, -0.628], [-1.790, -4.364, -1.437], [-1.112, -2.314, -0.897], [-4.064, -0.266, -0.694], [-3.615, -1.841, -0.831], [-5.228, -2.102, 0.829], [-4.854, -0.503, 1.465], [-2.844, -4.471, 0.974], [-1.646, -2.711, 2.372], [2.064, 0.806, 3.039], [1.710, 0.071, 4.080], [2.755, -0.658, 4.456], [1.341, 0.847, 5.090], [0.308, -1.105, 3.634], [0.300, -1.073, 2.161], [0.630, -2.356, 4.226], [-1.039, -0.529, 4.201], [-1.630, 0.746, 3.478], [-0.662, 1.742, 3.145], [-2.533, 0.395, 2.385], [-2.768, 1.377, 4.794], [-3.679, 0.450, 5.060], [-3.374, 2.467, 4.336], [-2.089, 1.671, 5.889], [1.590, -0.939, -0.705], [1.794, -3.099, -0.834], [1.530, -4.184, 0.962], [2.804, -3.265, -1.187], [1.047, -3.414, -1.551], [0.428, 2.275, -1.472], [1.385, 2.276, -2.421], [2.520, 2.989, -2.166], [2.606, 3.635, -1.009], [3.602, 3.043, -3.081], [3.397, 2.305, -4.275], [2.239, 1.628, -4.539], [2.138, 0.975, -5.694], [1.171, 1.554, -3.617], [-0.002, 0.767, -3.855], [-0.916, 0.517, -2.849], [-1.667, 0.277, -1.989], [-0.293, 0.114, -5.084], [-0.600, -0.422, -6.057], [4.365, 2.269, -5.181], [4.789, 3.757, -2.813], [5.916, 3.765, -3.675], [6.875, 3.798, -4.313], [4.994, 4.536, -1.644], [5.234, 5.189, -0.726]],
  "forces_ev_per_angstrom": [[-0.5, 0.2, -0.2], [0.0, 0.1, 0.4], [0.0, -0.1, 0.2], [-0.4, -0.2, 0.0], [0.0, 0.0, -0.1], [0.2, 0.1, 0.0], [-0.2, -0.4, 0.7], [0.9, 0.7, -1.0], [-0.2, -0.2, 0.2], [-0.4, -0.8, 0.2], [-0.1, -0.1, 0.0], [-0.1, 0.1, -0.2], [0.0, 0.0, -0.1], [0.0, 0.0, 0.0], [-0.1, 0.0, 0.0], [-0.1, -0.1, 0.1], [-0.1, 0.0, 0.0], [0.1, -0.1, 0.2], [-0.1, 0.0, 0.0], [0.0, 0.0, -0.1], [0.1, 0.1, -0.6], [0.0, 0.0, 0.4], [-0.1, -0.1, 0.2], [0.0, 0.2, 0.1], [0.0, 0.0, 0.1], [0.0, 0.3, 0.1], [-0.2, -0.1, -0.1], [0.0, -0.2, 0.0], [0.1, 0.1, 0.0], [0.1, 0.0, 0.0], [0.0, 0.0, -0.1], [1.4, -0.4, -0.4], [-0.2, 0.3, 0.1], [0.0, 0.2, -0.1], [0.0, 0.1, 0.0], [0.0, 0.0, 0.0], [-0.1, 0.0, 0.1], [0.0, -0.1, -0.4], [0.2, 0.0, -0.2], [0.0, 0.0, 0.1], [-0.2, -0.1, 0.0], [0.0, 0.2, 0.2], [-0.2, -0.1, 0.2], [0.1, 0.0, -0.1], [0.2, 0.2, 0.2], [-0.1, 0.0, 0.1], [0.2, 0.0, -0.1], [-0.3, 0.2, 0.2], [-0.1, -0.1, -0.1], [0.0, 0.0, 0.0], [0.0, 0.0, -0.1], [0.2, 0.1, 0.0], [0.1, -0.1, -0.1], [0.0, 0.0, 0.0], [0.0, 0.1, 0.1], [0.0, 0.0, 0.0]],
  "multiplicity": 1,
  "total_energy_ev": -115476.8199,
  "gap_ev": [6.0, 4.8],
  "homo_ha": [-0.3168, -0.2892],
  "lumo_energy_ev": [-2.59, -3.10]
}